Record 1
Cl9O20Pb5S5Zn2 | ωB97M-V with the def2-TZVPD basis set

Results
Maximum force ... 11.1 eV Å⁻¹
LUMO level ... 7.2 eV
Spin multiplicity ... 1
Relative energy (zero: lowest compared OMol25 entry of this formula, charge and spin) ... 5.666 eV
Kohn-Sham gap ... 1.874 eV
Charge ... -5

XYZ file:
```
41
Cl9O20Pb5S5Zn2 (ωB97M-V with the def2-TZVPD basis set)
Pb -2.6185 -0.5348 -0.7151
Pb 2.3437 -0.7531 3.4525
Pb 0.6783 -0.2073 -2.5819
Pb 3.6341 2.8235 0.3897
Pb -1.3318 4.1785 0.5333
Zn -1.3759 1.1676 2.9018
Zn -1.7235 -3.5708 2.3446
S -0.8635 -2.9896 -0.7422
O -1.7113 -4.0756 -1.3029
O -0.9439 -1.8577 -1.5293
O -1.5037 -2.8114 0.5646
O 0.4571 -3.3388 -0.3794
S 3.3217 -1.9229 -0.1728
O 3.2659 -3.3918 -0.2082
O 2.7134 -1.4009 1.0457
O 4.7027 -1.4836 -0.3718
O 2.3363 -1.5395 -1.2406
S -0.1287 0.9350 0.7388
O -0.7307 -0.0666 1.5426
O -0.4935 0.6416 -0.7144
O -0.8045 2.0065 1.2991
O 1.2690 1.1983 0.8451
S 1.0792 1.0893 -5.7494
O 2.3763 0.8102 -6.3546
O 0.2353 -0.0839 -5.7279
O 1.1326 1.7144 -4.4298
O 0.5171 2.0183 -6.7361
S -3.6489 -0.8156 2.9518
O -4.8261 -1.0560 3.8166
O -3.0509 -2.1372 2.8135
O -3.9830 -0.5261 1.5646
O -2.7108 0.0866 3.5168
Cl 0.1558 -2.5560 3.4230
Cl 0.6724 3.6195 -1.4951
Cl -2.6980 3.1322 3.3002
Cl 4.1870 1.5606 2.8973
Cl 0.8561 4.7044 2.4015
Cl 0.3034 1.1165 4.4143
Cl -2.0699 0.5367 -3.5674
Cl -3.3943 2.3751 -0.5160
Cl 4.3740 1.4043 -2.2225
```

Record 2
C19H35F3NO3PRbTa | ωB97M-V with the def2-TZVPD basis set

Results
Maximum force ... 13.5 eV Å⁻¹
LUMO level ... -1.2 eV
Spin multiplicity ... 1
Kohn-Sham gap ... 6.437 eV
Charge ... 0

XYZ file:
```
64
C19H35F3NO3PRbTa (ωB97M-V with the def2-TZVPD basis set)
C 4.3551 -0.0264 3.8542
C 4.7462 0.1386 2.3547
O 4.1236 1.2417 1.7244
C 2.7077 1.0966 1.6225
C 2.1935 1.0465 0.1629
Ta 0.1279 0.1278 -0.1638
C -0.7653 2.2056 -0.6017
O -0.1967 3.2868 0.1854
C -0.9218 3.7074 1.2263
C -2.3126 3.9386 1.2723
C -2.9535 4.4066 2.3927
C -2.2549 4.7226 3.5784
C -0.8937 4.5232 3.6272
C -0.1951 3.9872 2.3720
O 0.6167 -0.2375 -2.1349
C -0.4840 -0.1650 -3.0615
C -1.3515 -1.4329 -3.1758
C -2.2984 -1.1781 -4.4241
C -0.5508 -2.7425 -3.4740
C -1.0525 -3.8646 -2.5094
C -0.0081 -5.0219 -2.5075
C -2.4551 -4.3877 -2.8738
P -0.6068 0.4452 2.3206
N -2.1665 0.7954 2.4394
C 0.8725 -2.0411 0.3505
F 1.9932 -2.0811 1.1605
F 1.2606 -2.6726 -0.8003
F -0.0524 -2.8432 0.9620
H 5.1172 -0.5648 4.4296
H 4.0556 0.9383 4.2875
H 3.4468 -0.6586 3.8719
H 5.8284 0.3639 2.3527
H 4.6412 -0.8075 1.7943
H 2.2691 2.0141 2.0780
H 2.2993 0.2471 2.1915
H 2.9033 0.5548 -0.5257
H 2.1196 2.1013 -0.1769
H -1.5430 -0.6260 -0.4611
H -1.8627 2.1167 -0.5728
H -0.5129 2.4180 -1.6586
H -2.9117 3.7355 0.3837
H -4.0352 4.5492 2.4088
H -2.7740 5.1127 4.4549
H -0.3499 4.8021 4.5894
H 0.9280 3.8321 2.3664
H -1.1657 0.6902 -2.8910
H -0.0455 -0.0078 -4.0682
H -2.0328 -1.6016 -2.3337
H -1.8835 -1.5852 -5.3534
H -2.3457 -0.0810 -4.5725
H -3.2971 -1.5686 -4.1953
H 0.5392 -2.6172 -3.3974
H -0.7583 -3.1255 -4.4888
H -1.0932 -3.4581 -1.4865
H 0.7113 -4.9149 -1.6812
H -0.4788 -6.0138 -2.4157
H 0.5816 -5.0006 -3.4407
H -2.8470 -4.9798 -2.0279
H -3.1826 -3.5877 -3.0753
H -2.4164 -5.0761 -3.7348
H -0.3766 -0.7772 3.0158
H 0.2322 1.4106 2.9581
H -2.5853 0.8609 1.5165
Rb 1.3478 4.3294 3.9794
```

Record 3
C52H84O38S2 | ωB97M-V with the def2-TZVPD basis set

Results
Maximum force ... 5.5 eV Å⁻¹
LUMO level ... -0.3 eV
Spin multiplicity ... 1
Kohn-Sham gap ... 8.152 eV
Charge ... 0

XYZ file:
```
176
C52H84O38S2 (ωB97M-V with the def2-TZVPD basis set)
C 0.9472 -1.7976 -0.5861
C 1.0056 -0.2632 -0.7662
C 0.2290 0.4287 -1.9354
O -0.8252 1.0530 -1.2178
C -0.6292 1.0305 0.0743
O -1.3752 1.5287 0.8791
O 0.4618 0.3456 0.3627
H 1.4786 -2.3062 -1.3905
H -0.1185 -2.0251 -0.6103
H 1.3994 -2.2494 0.2968
H 2.0611 0.0080 -0.7460
H -0.1956 -0.2985 -2.6275
H 0.7849 1.1347 -2.5523
C -1.7454 4.3988 -0.6057
C -0.2671 4.5527 -0.2474
C 0.2553 5.9062 -0.7892
O 0.8026 6.4961 0.3640
C 0.5784 5.8010 1.4307
O 0.9057 6.1107 2.5602
O -0.1089 4.6504 1.1215
H -2.2664 3.5844 -0.1022
H -1.8589 4.2133 -1.6738
H -2.2282 5.3286 -0.3050
H 0.3274 3.7788 -0.7329
H -0.5432 6.5543 -1.1505
H 0.8868 5.7695 -1.6670
C 0.6755 -2.3506 3.7442
C -0.6676 -2.4327 4.4466
C -1.3678 -1.0832 4.7386
O -2.6461 -1.3220 4.1642
C -2.7046 -2.4141 3.4220
O -3.6041 -2.7385 2.6695
O -1.5245 -3.0114 3.5216
H 0.8555 -3.2888 3.2193
H 1.4692 -2.0779 4.4398
H 0.7582 -1.6163 2.9429
H -0.6185 -3.1040 5.3040
H -0.8507 -0.2360 4.2880
H -1.5221 -0.8387 5.7896
C 4.2923 4.8755 1.5884
C 3.7950 4.8645 0.1205
C 4.9626 4.7020 -0.8894
O 4.3478 3.7811 -1.8067
C 3.1914 3.2132 -1.3062
O 2.4903 2.3661 -1.8653
O 2.9444 3.7328 -0.1112
H 4.8469 3.9829 1.8777
H 3.4049 4.8177 2.2186
H 4.7331 5.8522 1.7881
H 3.1648 5.7233 -0.1107
H 5.8483 4.1775 -0.5308
H 5.2449 5.6711 -1.3008
C 6.3917 -4.8352 4.3593
C 5.0428 -5.4912 4.0472
C 3.8908 -4.7849 4.6961
O 3.0912 -4.3143 3.5929
C 3.6694 -4.6279 2.4483
O 3.2768 -4.2274 1.3617
O 4.8526 -5.1947 2.6789
H 6.6739 -4.8981 5.4102
H 6.4157 -3.7990 4.0220
H 7.1788 -5.3893 3.8479
H 5.0131 -6.5613 4.2527
H 4.1744 -3.9441 5.3293
H 3.1980 -5.4542 5.2062
C 2.0637 1.7143 3.1946
C 2.0320 2.9820 3.9821
C 1.0568 3.0634 5.1879
O 1.8612 3.0391 6.3413
C 3.1624 3.2705 5.9775
O 4.1319 3.4830 6.6642
O 3.2483 3.1710 4.6505
H 3.0579 1.6920 2.7482
H 1.2548 1.5986 2.4732
H 2.1019 0.8849 3.9008
H 1.7629 3.8069 3.3223
H 0.3499 2.2439 5.0588
H 0.4849 3.9906 5.2266
C -3.2437 1.7009 3.9661
C -3.6203 3.2199 3.9083
C -2.6574 4.2402 3.3173
O -3.3621 4.9837 2.3364
C -4.4877 4.3018 2.0144
O -5.2421 4.5960 1.0735
O -4.6403 3.3073 2.9274
H -3.9922 0.9993 4.3341
H -2.3618 1.5222 4.5813
H -3.0569 1.2338 2.9991
H -3.8626 3.6788 4.8669
H -1.8389 3.6470 2.9096
H -2.3502 4.8734 4.1497
C -0.4876 -5.2151 1.5129
C 0.0532 -6.4427 0.9163
C -0.4979 -7.7632 1.4704
O -1.1875 -8.2974 0.3893
C -1.0360 -7.5436 -0.6788
O -1.5064 -7.7609 -1.7483
O -0.2485 -6.4302 -0.4346
H -0.1296 -5.0974 2.5357
H -1.5501 -4.9942 1.4101
H 0.0252 -4.4151 0.9791
H 1.1066 -6.5578 1.1718
H -1.0189 -7.5955 2.4130
H 0.3858 -8.3685 1.6723
C -1.4864 -1.0687 -5.3216
C -2.0029 -0.9403 -6.7263
C -1.1865 0.0790 -7.5541
O -1.2569 -0.4296 -8.8523
C -1.3093 -1.7846 -8.7223
O -1.0295 -2.4664 -9.6803
O -1.7365 -2.0811 -7.5182
H -2.1042 -1.8459 -4.8719
H -1.5653 -0.0800 -4.8696
H -0.4340 -1.3201 -5.1897
H -3.0664 -0.7009 -6.7274
H -0.1303 0.1002 -7.2855
H -1.5962 1.0870 -7.4894
C -5.1877 -4.7084 -1.2143
C -3.6764 -4.4289 -1.2963
C -3.1134 -4.5753 -2.6657
O -2.3989 -3.3588 -2.8641
C -2.7600 -2.4718 -1.9617
O -2.5713 -1.2799 -2.0255
O -3.4393 -3.1048 -0.9805
H -5.6057 -3.8810 -1.7877
H -5.6372 -4.5407 -0.2356
H -5.4927 -5.6060 -1.7523
H -3.1304 -5.1700 -0.7126
H -3.9584 -4.5598 -3.3541
H -2.5517 -5.4972 -2.8162
C 3.2267 2.9679 -5.8997
C 1.6786 2.8586 -5.9712
C 1.0739 1.8090 -5.0794
O 0.0481 2.5492 -4.3602
C 0.1132 3.8329 -4.5767
O -0.5823 4.7385 -4.0892
O 1.0380 4.0638 -5.5363
H 3.6461 1.9724 -6.0451
H 3.5097 3.3191 -4.9074
H 3.5647 3.6350 -6.6927
H 1.3880 2.5474 -6.9746
H 1.8181 1.2896 -4.4757
H 0.6671 1.1052 -5.8055
C 4.7268 -0.0159 -0.2049
C 4.8740 -0.9790 0.9790
C 6.3096 -1.3757 1.3173
O 6.4398 -1.3393 2.7372
C 5.3933 -0.7377 3.1674
O 5.1939 -0.4436 4.3485
O 4.5995 -0.3320 2.1460
H 4.0494 0.8155 -0.0102
H 4.4214 -0.5769 -1.0881
H 5.7071 0.3440 -0.5175
H 4.2461 -1.8402 0.7506
H 7.0917 -0.7341 0.9112
H 6.4980 -2.3930 0.9742
C -5.8283 1.6769 -4.3376
S -4.0947 1.0036 -4.3610
O -3.5743 1.3637 -5.7650
C -3.4859 2.3631 -3.2540
H -6.1489 1.7058 -3.2962
H -6.5340 1.0849 -4.9205
H -5.8712 2.7211 -4.6475
H -4.0484 2.2852 -2.3237
H -3.5253 3.3658 -3.6796
H -2.4570 2.1893 -2.9389
C -6.6367 -1.4771 0.4563
S -5.8033 -0.2480 -0.6086
O -6.6724 0.9929 -0.9046
C -4.5331 0.2326 0.6219
H -7.1769 -0.9166 1.2193
H -5.8941 -2.1709 0.8503
H -7.3979 -2.0759 -0.0439
H -3.9376 -0.6013 0.9935
H -4.9623 0.8725 1.3929
H -3.8415 0.9646 0.2047
```

Record 4
C5H6O2 | ωB97M-V with the def2-TZVPD basis set

Results
Maximum force ... 1.5 eV Å⁻¹
LUMO level ... 1.0 eV
Spin multiplicity ... 1
Relative energy (zero: lowest compared OMol25 entry of this formula, charge and spin) ... 3.615 eV
Kohn-Sham gap ... 10.494 eV
Charge ... 0

XYZ file:
```
13
C5H6O2 (ωB97M-V with the def2-TZVPD basis set)
C -1.0049 -0.0657 0.7839
C 0.0608 0.9963 0.5426
O 1.0408 0.1165 1.1834
C 0.2645 -0.9243 0.5345
C 0.6348 -0.6655 -0.9415
O -0.5184 -0.2887 -1.6428
C 0.3180 0.7502 -0.9932
H -1.3201 -0.1208 1.8232
H -1.8354 -0.0949 0.0805
H 0.0716 1.9951 0.9900
H 0.3814 -1.9397 0.9121
H 1.4644 -1.1659 -1.4363
H 0.4426 1.4074 -1.8364
```

Record 5
C7H19BN | ωB97M-V with the def2-TZVPD basis set

Results
Maximum force ... 5.7 eV Å⁻¹
LUMO level ... -4.8 eV
Spin multiplicity ... 1
Relative energy (zero: lowest compared OMol25 entry of this formula, charge and spin) ... 2.867 eV
Kohn-Sham gap ... 9.176 eV
Charge ... +1

XYZ file:
```
28
C7H19BN (ωB97M-V with the def2-TZVPD basis set)
B 1.2199 0.8210 -0.0552
C 2.6553 0.0830 -0.3010
C 1.1768 2.4460 0.2991
C 0.4715 -2.5204 0.4234
C -2.0888 -0.0965 1.0492
C -2.0508 0.7948 -1.2255
C -0.1687 -1.5203 -0.6149
C -0.0471 -0.0802 -0.2129
N -1.3252 0.5887 0.0188
H 3.4914 0.2138 0.2831
H 2.9990 0.2865 -1.3277
H 2.4987 -1.0425 -0.3786
H 1.8670 3.0097 -0.3789
H 1.5150 2.6183 1.2565
H 0.1782 3.0098 0.3689
H 0.3023 -3.5055 0.1003
H 1.5951 -2.3933 0.5572
H 0.0028 -2.4221 1.4074
H -1.5167 -0.3598 1.9020
H -2.9042 0.4281 1.3527
H -2.5259 -1.1293 0.5606
H -2.9964 1.3620 -0.9694
H -1.2939 1.3958 -1.8145
H -2.3216 -0.1922 -1.7151
H -1.2416 -1.9761 -0.7500
H 0.4583 -1.7689 -1.5509
H 1.1474 0.4196 1.1742
H -1.0977 1.5302 0.5415
```

Record 6
C25H60GeN2O6Si4W | ωB97M-V with the def2-TZVPD basis set

Results
Expectation value of S² ... 0.754
Maximum force ... 3.0 eV Å⁻¹
LUMO level (spin up / spin down) ... -3.5 / -5.3 eV
Spin multiplicity ... 2
Relative energy (zero: lowest compared OMol25 entry of this formula, charge and spin) ... 4.600 eV
Kohn-Sham gap (spin up / spin down) ... 7.140 / 5.287 eV
Charge ... +1

XYZ file:
```
99
C25H60GeN2O6Si4W (ωB97M-V with the def2-TZVPD basis set)
W 0.2184 -0.1508 0.1606
N -0.8332 -2.3725 1.0796
C -2.0322 -2.5676 0.2579
C -2.6875 -1.2420 0.1357
O -3.8649 -1.0809 0.3903
N -1.8342 -0.2432 -0.2677
C -2.5067 1.0606 -0.1877
C -1.5460 2.1813 0.0189
O -1.8791 3.3166 0.1915
O -0.2447 1.8194 -0.0762
H -0.3486 -3.2523 1.1558
H -1.1141 -2.1149 2.0158
H -2.7316 -3.2799 0.6759
H -1.7267 -2.9020 -0.7280
H -3.2185 1.0631 0.6271
H -3.0919 1.2669 -1.0830
C 0.5106 1.7362 3.4868
C -0.6407 0.7738 3.2256
C -0.6301 -0.3619 4.2233
C -1.9593 1.5151 3.2996
O -0.4742 0.1983 1.9122
Ge 1.9783 -0.9409 1.7798
O 2.0348 0.6572 0.7965
C 3.2502 1.4952 0.6226
C 4.1830 1.2797 1.7975
C 2.7897 2.9379 0.5659
C 3.9161 1.0727 -0.6632
O 0.9220 -1.6298 -0.7640
C 1.6568 -2.7962 -1.1302
C 2.2090 -3.4902 0.1095
C 2.8249 -2.3918 -1.9866
C 0.7270 -3.7368 -1.8815
H 0.3122 2.3449 4.3695
H 1.4527 1.1944 3.6472
H 0.6321 2.3970 2.6324
H -0.6624 0.0332 5.2403
H -1.5039 -1.0056 4.0877
H 0.2767 -0.9696 4.1262
H -2.0942 1.9019 4.3134
H -1.9829 2.3610 2.6103
H -2.7944 0.8438 3.0729
H 3.6707 1.4750 2.7456
H 4.5794 0.2592 1.8202
H 5.0245 1.9697 1.7112
H 2.5340 3.3092 1.5632
H 3.5927 3.5647 0.1644
H 1.9138 3.0338 -0.0712
H 4.1770 0.0117 -0.6205
H 3.2546 1.2403 -1.5083
H 4.8385 1.6400 -0.8141
H 3.0370 -2.9192 0.5585
H 1.4513 -3.6554 0.8786
H 2.6011 -4.4650 -0.1773
H 3.4296 -1.6484 -1.4651
H 3.4566 -3.2605 -2.1955
H 2.4868 -1.9705 -2.9239
H 0.0836 -4.2925 -1.1919
H 0.0911 -3.1862 -2.5723
H 1.3151 -4.4591 -2.4506
C 0.4157 3.9177 -4.5416
Si 1.0595 3.2696 -2.9321
C 2.9041 3.4643 -3.0185
C 0.4183 4.4539 -1.6515
Si 0.4046 0.9419 -2.4173
Si 1.8406 0.3468 -4.4474
C 0.9580 -1.2646 -4.8901
C 1.9273 1.2838 -6.0409
C 3.6304 0.0353 -4.0264
Si -1.6639 1.1268 -3.6303
C -1.4766 1.2594 -5.4819
C -2.6819 2.6143 -3.1438
C -2.6397 -0.4457 -3.4460
H 0.7311 4.9706 -4.5484
H -0.6760 3.8876 -4.6158
H 0.8337 3.4303 -5.4285
H 3.0929 4.4926 -3.3659
H 3.3810 2.7796 -3.7353
H 3.3982 3.3404 -2.0515
H 1.1847 5.2229 -1.4718
H 0.1558 4.0080 -0.6956
H -0.4855 4.9482 -2.0265
H 0.2741 -1.0839 -5.7281
H 0.3643 -1.6647 -4.0676
H 1.6721 -2.0411 -5.2098
H 0.9547 1.4634 -6.5033
H 2.5151 0.6455 -6.7155
H 2.4474 2.2456 -5.9466
H 3.8397 -0.1518 -2.9770
H 4.2333 0.8988 -4.3355
H 3.9798 -0.8338 -4.6023
H -0.7104 1.9670 -5.8054
H -2.4423 1.6240 -5.8584
H -1.2719 0.2914 -5.9523
H -2.6380 3.3523 -3.9505
H -3.7311 2.3218 -3.0188
H -2.3646 3.1194 -2.2262
H -2.1173 -1.2600 -3.9711
H -3.6307 -0.3313 -3.9105
H -2.7867 -0.7517 -2.4113
```